Run w
Molecular formula: H26NO11
Method: DFT, wB97M-V/def2-TZVPD

Values from the calculation:
Charge: +1
HOMO-LUMO gap: 10.26 eV

Element x y z (Å)
N: 19.67200 0.49800 35.50500
H: 20.66000 0.59400 35.28100
H: 19.21000 0.17800 34.57600
H: 19.18600 1.41300 35.63000
H: 19.73200 -0.15800 36.37300
O: 18.92800 3.53100 32.81000
H: 19.45300 3.45400 33.69000
H: 18.83000 2.54700 32.59000
O: 19.92000 -2.46500 34.03900
H: 20.40800 -2.83600 34.78000
H: 19.35700 -3.14600 33.59700
O: 19.23800 0.78200 32.03900
H: 19.73400 0.65600 31.25600
H: 18.44800 0.39500 31.94500
O: 18.81500 -0.18800 39.50400
H: 19.25800 -1.00000 39.03500
H: 17.82500 -0.53400 39.61900
O: 16.88900 -0.65700 35.13000
H: 16.48300 0.26500 35.27300
H: 16.20100 -1.09300 35.71200
O: 21.90900 -1.05600 36.19900
H: 22.37800 -0.29300 35.87300
H: 22.42700 -1.27600 36.97200
O: 20.67100 1.36200 38.49100
H: 20.18300 0.64500 38.89800
H: 19.83400 2.00900 38.33600
O: 23.32000 0.45100 34.96500
H: 22.91000 0.97200 34.23300
H: 23.87600 1.01200 35.37000
O: 18.75900 3.16700 37.67200
H: 19.14700 4.07600 37.95500
H: 18.35200 2.92800 38.58800
O: 19.46000 -2.16000 37.61300
H: 20.30200 -2.56600 37.70000
H: 18.93600 -2.79600 37.23500
O: 20.79100 3.28700 35.16900
H: 21.49900 3.38100 34.51400
H: 21.19800 3.60100 36.00800

Mulliken atomic charge list, values in e, 5 entries: -0.086 0.070 0.316 0.306 0.372

Run x
Molecular formula: H26NO11
Method: DFT, wB97M-V/def2-TZVPD

Values from the calculation:
Charge: +1
HOMO-LUMO gap: 9.89 eV

Element x y z (Å)
N: -0.05776 0.36605 1.00681
H: -0.14111 1.06037 1.73989
H: 0.74085 0.34229 0.35243
H: -0.93837 0.31630 0.48411
H: -0.13865 -0.64975 1.20595
O: 2.23362 -2.51215 0.11091
H: 2.09890 -2.01462 -0.75171
H: 2.51597 -1.84410 0.94503
O: 1.56659 -0.81827 -2.02856
H: 1.99749 0.06092 -1.86322
H: 1.85006 -1.00733 -2.87243
O: -0.34950 3.38345 0.63213
H: -0.89856 3.83936 0.05665
H: 0.50409 3.32958 0.07569
O: -0.29942 1.54597 -1.84251
H: -0.15294 0.97139 -2.63244
H: -1.16638 2.07524 -1.93531
O: 1.80687 2.40302 -1.03196
H: 2.54000 2.51958 -1.63782
H: 0.95117 2.44357 -1.38049
O: -0.59102 -3.45465 0.83108
H: -0.04696 -3.88982 0.15703
H: -0.93775 -2.87571 0.09663
O: -0.47894 -0.74305 3.69328
H: -0.28928 -1.71279 3.73205
H: 0.05390 -0.47115 4.46346
O: 2.66062 -0.35247 1.73990
H: 3.30996 0.29080 1.71955
H: 2.52527 -0.32114 2.64252
O: -2.99791 -0.45006 0.06904
H: -2.30171 -0.84821 -0.30143
H: -3.41235 -1.19722 0.63465
O: -1.29751 -1.61466 -1.32985
H: -1.55398 -2.48325 -1.93406
H: -0.46449 -1.13387 -1.46654
O: -3.07062 1.74920 -1.46867
H: -3.01044 2.52250 -1.03215
H: -2.75966 1.17468 -0.87964

Mulliken atomic charge list, values in e, 5 entries: -0.039 0.327 0.232 -0.050 0.488

Run y
Molecular formula: H26NO11
Method: DFT, wB97M-V/def2-TZVPD

Values from the calculation:
Charge: +1
HOMO-LUMO gap: 10.25 eV

Element x y z (Å)
N: 0.01666 -0.33728 -0.49766
H: -0.05862 -1.05380 0.25763
H: -0.17578 -0.80509 -1.39301
H: 0.92966 0.14412 -0.53082
H: -0.67087 0.39379 -0.28687
O: -0.37142 0.33673 -3.69985
H: -1.26009 0.61552 -3.94409
H: -0.20004 -0.42563 -4.26046
O: -2.17766 1.70113 -0.90005
H: -1.72084 2.50816 -1.16654
H: -3.04613 1.76818 -1.30920
O: 3.03267 -1.69842 3.10020
H: 3.29832 -1.93693 2.20768
H: 2.52845 -0.87607 3.01329
O: 2.48563 0.81149 -1.39028
H: 2.60901 1.38817 -2.15437
H: 2.94993 -0.00150 -1.62222
O: -2.89443 -1.09063 1.42438
H: -2.73275 -0.28311 1.92349
H: -3.84020 -1.06960 1.24239
O: -0.05555 2.36393 2.05546
H: -0.12205 2.16755 2.99749
H: -0.79329 2.95467 1.86156
O: 0.04064 -2.55988 -2.32028
H: 0.12662 -2.47690 -3.27390
H: -0.91694 -2.48756 -2.13879
O: 1.75751 3.44338 0.03736
H: 1.98018 2.62217 -0.40913
H: 1.08390 3.25659 0.69989
O: -2.47226 -2.07020 -1.34663
H: -2.67829 -2.36606 -0.45252
H: -3.30777 -2.09238 -1.82469
O: -0.16394 -2.14167 1.60126
H: 0.43445 -2.79696 1.98967
H: -1.05474 -2.37595 1.88978
O: 2.57352 1.13746 2.73192
H: 1.95997 1.78012 2.35315
H: 2.90655 1.55249 3.53473

Mulliken atomic charge list, values in e, 5 entries: -0.026 0.386 0.286 0.286 0.218

Calculated relative energies: run w 2.807; run x 3.789; run y 0.000, given in eV

Run w
Molecular formula: C17H19N3O3
Method: DFT, wB97M-V/def2-TZVPD

Values from the calculation:
Charge: 0
SMILES string: C[C@@H]1Cc2ccccc2N1CC(=O)NC(=O)NCc1ccco1
HOMO-LUMO gap: 8.08 eV

Element x y z (Å)
C: 1.25059 -0.91771 -2.20756
C: 2.53517 -0.14846 -1.89475
C: 3.64580 -1.09258 -1.38899
C: 3.69597 -0.81107 0.08596
C: 4.37987 -1.45331 1.08881
C: 4.27239 -0.96915 2.38937
C: 3.49317 0.14136 2.65852
C: 2.79858 0.79787 1.65191
C: 2.90412 0.30937 0.36080
N: 2.36692 0.80941 -0.80527
C: 1.33315 1.79268 -0.82533
C: 0.01295 1.33298 -0.19277
O: -0.13653 0.25137 0.32924
N: -0.96541 2.28237 -0.26824
C: -2.31364 2.21560 0.17158
O: -3.05274 3.13788 -0.08149
N: -2.62485 1.11272 0.86439
C: -3.97969 0.83743 1.27757
C: -4.52273 -0.37661 0.59290
C: -4.24562 -0.92941 -0.62232
C: -5.06412 -2.08182 -0.72714
C: -5.77384 -2.14070 0.42966
O: -5.44971 -1.11487 1.23750
H: 1.44547 -1.66651 -2.97160
H: 0.88855 -1.40957 -1.30808
H: 0.47177 -0.25192 -2.57486
H: 2.85120 0.40067 -2.79235
H: 4.60703 -0.85931 -1.85324
H: 3.41344 -2.13600 -1.60205
H: 4.98784 -2.32005 0.87367
H: 4.79864 -1.46489 3.19098
H: 3.41724 0.50646 3.67256
H: 2.18756 1.65736 1.88329
H: 1.67124 2.67770 -0.27000
H: 1.14977 2.09368 -1.86147
H: -0.75982 3.15573 -0.73628
H: -1.92112 0.38464 0.94777
H: -4.57478 1.72402 1.02888
H: -4.02067 0.68250 2.36148
H: -3.55067 -0.56420 -1.35014
H: -5.11154 -2.76435 -1.55030
H: -6.51093 -2.83134 0.78739

Mulliken atomic charge list, values in e, 5 entries: -1.563 0.138 -0.847 0.524 -0.626

Run x
Molecular formula: C17H19N3O3
Method: DFT, wB97M-V/def2-TZVPD

Values from the calculation:
Charge: 0
SMILES string: COc1ccc(N2CCOCC2)c(NC(=O)c2cccnc2)c1
HOMO-LUMO gap: 8.50 eV

Element x y z (Å)
C: -0.57091 -0.07862 5.22252
O: -1.31384 0.90344 4.53706
C: -1.22106 0.95601 3.18337
C: -1.97303 1.95046 2.55630
C: -1.93488 2.09125 1.18458
C: -1.16147 1.24336 0.40471
N: -1.05999 1.33168 -1.01761
C: -2.31372 1.51414 -1.74584
C: -2.42366 2.90123 -2.37644
O: -1.37143 3.14977 -3.28959
C: -0.15836 2.50788 -2.94590
C: -0.02954 2.27685 -1.44589
C: -0.41823 0.23616 1.03556
N: 0.30751 -0.60905 0.19823
C: 1.17471 -1.60666 0.51550
O: 1.50627 -1.90553 1.64565
C: 1.73101 -2.31124 -0.67861
C: 1.03662 -2.48963 -1.87234
C: 1.65194 -3.17672 -2.90527
C: 2.93629 -3.66226 -2.70465
N: 3.60016 -3.50961 -1.57146
C: 3.01171 -2.85927 -0.58793
C: -0.44422 0.09560 2.41655
H: -0.78684 0.07469 6.27865
H: -0.87659 -1.08808 4.93168
H: 0.50301 0.03757 5.04964
H: -2.57300 2.60654 3.16589
H: -2.51627 2.87177 0.71587
H: -3.15897 1.33664 -1.07895
H: -2.35146 0.76513 -2.54832
H: -3.35170 2.99111 -2.94664
H: -2.42445 3.67234 -1.59126
H: -0.08766 1.54170 -3.46875
H: 0.64633 3.15513 -3.30441
H: -0.11258 3.24188 -0.92185
H: 0.95385 1.85585 -1.21560
H: 0.12487 -0.40157 -0.77791
H: 0.02357 -2.12898 -1.99085
H: 1.14276 -3.33990 -3.84253
H: 3.45658 -4.20628 -3.48182
H: 3.57480 -2.75638 0.32986
H: 0.14496 -0.68729 2.86080

Mulliken atomic charge list, values in e, 5 entries: -0.811 -0.490 0.723 -1.120 0.245

Calculated relative energies: run w 0.000; run x 1.488, given in eV

Run w
Molecular formula: CH7N4O
Method: DFT, wB97M-V/def2-TZVPD

Values from the calculation:
Charge: +1
HOMO-LUMO gap (alpha / beta): 5.53 / 9.07 eV

Element x y z (Å)
C: -0.57648 -0.93106 -0.37701
N: -1.28076 0.15437 0.26321
N: 0.88191 -0.96286 -0.09589
N: 2.51969 0.65953 0.34309
N: -1.11405 1.43959 -0.25430
O: 1.55840 0.17007 -0.31151
H: -0.76342 -1.92678 -0.15822
H: -0.78978 -0.84221 -1.42838
H: -1.22694 0.07961 1.29882
H: 1.16402 -1.57907 0.58229
H: 2.76500 0.03868 1.14939
H: -1.55661 1.39649 -1.25665
H: -1.58098 2.30364 0.24518

Mulliken atomic charge list, values in e, 5 entries: -0.468 -0.077 -0.092 -0.145 -0.489

Run x
Molecular formula: CH7N4O
Method: DFT, wB97M-V/def2-TZVPD

Values from the calculation:
Charge: +1
HOMO-LUMO gap (alpha / beta): 9.74 / 7.79 eV

Element x y z (Å)
C: -1.10687 0.08442 0.23363
N: -1.71920 1.18627 0.44906
N: -1.27920 -1.21602 0.24493
N: 2.60620 -0.39377 0.22027
N: 1.00897 1.12381 -0.48133
O: 1.73518 0.75746 0.52123
H: -2.71399 1.26428 0.81434
H: -1.10836 1.95227 0.40806
H: -2.18289 -1.70425 0.04072
H: -0.41844 -1.80684 0.31362
H: 1.97452 -1.17679 0.45848
H: 3.46360 -0.40238 0.74533
H: 0.97837 0.56690 -1.35797

Mulliken atomic charge list, values in e, 5 entries: 0.318 -0.262 -0.295 -0.384 -0.264

Calculated relative energies: run w 1.350; run x 0.000, given in eV

Run w
Molecular formula: H4N3P
Method: DFT, wB97M-V/def2-TZVPD

Values from the calculation:
Charge: 0
SMILES string: Pn1[nH][nH]1
HOMO-LUMO gap: 9.75 eV

Element x y z (Å)
P: -0.52169 0.87086 0.23251
N: 0.83450 -0.29563 0.31353
N: 0.52708 -1.68422 0.08373
N: 1.19157 -0.92674 -0.84984
H: 0.27456 2.00586 0.82115
H: -1.02437 0.49012 1.53528
H: -0.48925 -1.98565 -0.00567
H: 0.67629 -0.75174 -1.72795

Mulliken atomic charge list, values in e, 5 entries: -0.122 0.024 -0.301 -0.271 0.104

Run x
Molecular formula: H4N3P
Method: DFT, wB97M-V/def2-TZVPD

Values from the calculation:
Charge: 0
HOMO-LUMO gap: 8.48 eV

Element x y z (Å)
N: -1.46557 1.60381 -0.53978
N: -1.61311 0.50969 -0.19934
N: 1.28041 -0.22508 0.17642
P: -1.88789 -1.00606 0.08656
H: 1.14868 0.11687 -0.77178
H: 0.60080 0.32672 0.65398
H: -0.40543 -1.31533 0.28633
H: 2.34211 -0.01062 0.30761

Mulliken atomic charge list, values in e, 5 entries: -0.210 0.227 -0.734 -0.163 0.232

Calculated relative energies: run w 2.631; run x 0.000, given in eV